[1]
Computed, not measured: a structure of composition C10H18Cl2N2O2PSYb in a non-equilibrium geometry, with wB97M-V/def2-TZVPD.

Summary:
**Orbital gap (alpha / beta)**: 4.932 / 4.934 eV
**Calculated total energy**: -3469.97810 hartree
**Highest occupied orbital energy (alpha / beta)**: -14.8 / -14.8 eV
**Net charge**: +2
**2S+1**: 2

Last column: Löwdin charge in e.
Cartesian coordinates (Å):
Yb (-0.051, 0.098, 0.958)  0.7833
Cl (2.345, -0.042, 1.633)  -0.0094
Cl (-1.842, -1.256, 1.939)  -0.0986
S (-0.925, 2.682, 0.533)  0.6047
P (0.577, -2.109, -0.810)  0.7025
O (2.087, 1.467, -2.149)  0.1405
O (-1.291, 1.122, -2.285)  0.2671
N (1.411, 2.975, 2.085)  0.0453
N (-0.251, 4.269, 2.572)  -0.1243
C (1.462, -3.204, 0.393)  -0.2717
C (-0.697, -3.285, -1.438)  -0.2735
C (-1.818, 0.264, -1.673)  -0.0944
C (-1.567, 4.868, 2.506)  -0.0231
C (1.778, -2.135, -2.197)  -0.2632
C (0.810, 4.669, 3.360)  0.0082
C (-2.962, -0.445, -1.230)  0.0119
C (0.103, 3.240, 1.758)  -0.7504
C (1.855, 3.845, 3.062)  -0.0193
C (1.392, 0.995, -1.376)  -0.1060
H (-2.329, 4.125, 2.744)  0.0999
H (-3.438, 0.095, -0.377)  0.1441
H (2.863, 3.817, 3.447)  0.1404
H (-1.238, -2.834, -2.283)  0.0414
H (-0.270, -4.248, -1.762)  0.0727
H (-1.598, 5.691, 3.215)  0.1089
H (1.957, 2.162, 1.727)  0.0178
H (0.707, 5.484, 4.060)  0.1446
H (1.421, -4.271, 0.133)  0.0715
H (2.706, -1.651, -1.860)  0.0544
H (2.012, -3.156, -2.542)  0.0768
H (-1.417, -3.472, -0.626)  0.0457
H (1.365, -1.561, -3.039)  0.0481
H (0.972, -3.055, 1.366)  0.0274
H (-2.618, -1.421, -0.824)  0.0656
H (-1.757, 5.226, 1.494)  0.0912
H (2.508, -2.887, 0.487)  0.0425
H (-3.697, -0.621, -2.062)  0.1774

[2]
Computed, not measured: a cluster of 2 separate species, C5H5N3 in total in a non-equilibrium geometry, with wB97M-V/def2-TZVPD.

Summary:
**Orbital gap (alpha / beta)**: 6.966 / 6.965 eV
**Calculated total energy**: -357.55074 hartree
**Highest occupied orbital energy (alpha / beta)**: -8.8 / -8.8 eV

Last column: Löwdin charge in e.
Cartesian coordinates (Å):
N (1.215, -1.012, 1.081)  0.0722
N (0.619, -0.106, -0.755)  0.0265
N (-2.199, 2.269, 0.057)  0.1378
C (-2.279, -0.080, 0.987)  0.1510
C (-2.236, 1.119, 0.531)  -0.3251
C (2.228, -1.119, 0.223)  -0.1736
C (0.312, -0.349, 0.498)  -0.1602
C (1.859, -0.584, -0.969)  -0.1222
H (-0.152, 0.307, -1.410)  0.2023
H (-2.327, -1.060, 0.781)  -0.0183
H (-2.324, 3.010, 0.648)  0.0259
H (3.010, -1.757, 0.304)  0.0683
H (2.275, -0.637, -1.977)  0.1153

[3]
Computed, not measured: a structure of composition C15H17InN3O12V2 in a non-equilibrium geometry, with wB97M-V/def2-TZVPD.

Summary:
**Orbital gap**: 2.274 eV
**Calculated total energy**: -3725.23460 hartree
**Highest occupied orbital energy**: -14.0 eV
**Net charge**: +3

Last column: Löwdin charge in e.
Cartesian coordinates (Å):
In (-1.674, 13.332, 15.524)  0.9902
V (-5.198, 11.340, 9.435)  1.3312
V (-7.455, 17.129, 19.020)  1.3098
O (0.898, 20.289, 17.392)  0.0741
O (-7.166, 18.581, 4.122)  0.0437
O (-5.757, 17.375, 14.785)  -0.0478
O (-0.526, 16.545, 8.183)  0.0963
O (-0.438, 18.939, 16.353)  0.0264
O (-5.633, 14.983, 12.613)  -0.0789
O (-5.225, 11.899, 7.932)  -0.1551
O (-7.391, 18.113, 2.056)  0.0993
O (-7.123, 18.322, 19.988)  -0.1578
O (-6.463, 10.305, 9.558)  -0.1839
O (-0.454, 17.035, 10.314)  0.0140
O (-8.979, 16.748, 19.085)  -0.1627
N (-0.367, 17.339, 9.090)  -0.3515
N (-0.211, 20.008, 16.896)  -0.4598
N (-7.624, 17.854, 3.210)  -0.3271
C (1.325, 20.599, 9.072)  -0.0427
C (-6.080, 17.426, 13.422)  -0.1861
C (-6.567, 16.049, 12.666)  -0.1869
C (-0.081, 18.693, 8.800)  -0.1899
C (-8.385, 15.580, 2.446)  0.0135
C (-8.120, 16.502, 3.487)  -0.1421
C (-8.380, 16.110, 4.769)  -0.0325
C (-8.878, 14.319, 2.690)  -0.0653
C (-9.106, 13.935, 4.013)  -0.0691
C (1.048, 19.271, 9.433)  0.0259
C (0.633, 21.224, 8.033)  -0.0767
C (-8.874, 14.828, 5.085)  -0.0569
C (-1.205, 21.026, 16.905)  0.0272
C (-0.383, 20.602, 7.427)  -0.0763
C (-0.826, 19.340, 7.816)  0.0143
H (-8.061, 15.851, 1.452)  0.1206
H (2.191, 21.141, 9.424)  0.1106
H (-0.607, 21.930, 16.785)  0.1153
H (-5.174, 17.823, 12.964)  0.1382
H (-6.747, 18.277, 13.283)  0.1328
H (-6.975, 16.283, 11.683)  0.1271
H (-1.677, 20.747, 15.963)  0.1042
H (-0.950, 21.087, 6.645)  0.1190
H (-8.364, 16.839, 5.566)  0.1124
H (-1.539, 18.780, 7.230)  0.1217
H (-7.480, 15.668, 13.125)  0.1251
H (-1.779, 21.057, 17.831)  0.1151
H (-9.065, 14.659, 6.134)  0.0893
H (1.571, 18.657, 10.151)  0.1161
H (-9.505, 12.932, 4.016)  0.1009
H (1.005, 22.204, 7.769)  0.1204
H (-9.105, 13.535, 1.983)  0.1145

[4]
Computed, not measured: the molecule C3H4FNO2 in a non-equilibrium geometry, with wB97M-V/def2-TZVPD.

Summary:
**Orbital gap (alpha / beta)**: 6.337 / 6.335 eV
**Calculated total energy**: -421.68579 hartree
**Highest occupied orbital energy (alpha / beta)**: -8.9 / -8.9 eV

Last column: Löwdin charge in e.
Cartesian coordinates (Å):
F (-0.600, 1.453, -1.977)  0.1042
O (-1.873, -2.351, 1.091)  -0.0170
O (-2.518, -0.694, -0.328)  0.0402
N (-0.441, -0.713, 0.672)  0.0256
C (-1.763, -1.277, 0.454)  -0.7355
C (-0.575, 1.175, -0.671)  0.0956
C (0.240, 0.015, -0.338)  -0.1870
H (-1.259, 1.950, -0.111)  0.2068
H (0.023, -1.314, 1.299)  0.1135
H (0.691, -0.697, -1.122)  0.1850
H (1.021, 0.551, 0.244)  0.1686

[5]
Computed, not measured: a cluster of 9 separate species, C8H32F2N17O12S2 in total in a non-equilibrium geometry, with wB97M-V/def2-TZVPD.

Summary:
**Orbital gap (alpha / beta)**: 3.895 / 8.027 eV
**Calculated total energy**: -3154.03064 hartree
**Highest occupied orbital energy (alpha / beta)**: 0.1 / -4.0 eV
**Net charge**: -2
**2S+1**: 2

Last column: Löwdin charge in e.
Cartesian coordinates (Å):
S (0.435, -0.634, 0.444)  0.3700
S (-0.654, -0.921, -1.540)  0.5529
F (-0.503, -1.979, -2.836)  -0.2740
F (1.972, -0.765, 1.056)  -0.2766
O (-1.995, 1.695, 0.812)  0.0430
O (-0.696, 0.375, -2.295)  -0.3608
O (1.504, 4.664, -2.710)  -0.0490
O (-1.911, -2.135, 4.500)  0.0504
O (-0.299, -1.385, 1.459)  -0.3140
O (5.098, 1.732, 4.370)  0.0077
O (0.529, 0.792, 0.371)  -0.3536
O (-1.822, -1.384, -0.929)  -0.3515
O (2.074, 4.322, 1.232)  0.0374
O (-5.640, -4.097, -1.198)  0.0460
O (2.901, -5.431, -0.221)  -0.0131
O (3.344, -0.342, -4.649)  -0.0430
N (2.956, -3.133, -0.070)  0.1693
N (1.257, 3.123, -1.158)  0.1920
N (-3.839, -2.989, 4.208)  0.1335
N (4.938, 3.115, 2.593)  0.1394
N (-3.503, -3.915, -1.486)  0.1960
N (-3.451, 1.078, -0.725)  0.1764
N (-4.706, -4.718, -3.084)  0.1437
N (2.558, -0.011, -2.611)  0.1878
N (2.682, -2.025, -3.248)  0.1722
N (-3.169, -1.699, 2.648)  0.1898
N (0.238, 2.905, -3.154)  0.1675
N (-0.029, 4.198, 1.908)  0.1872
N (3.751, 1.266, 2.650)  0.1868
N (1.220, 5.569, 2.867)  0.1496
N (-3.320, 3.163, -0.087)  0.1653
N (1.162, -4.145, -0.527)  0.1523
N (0.833, -1.364, -0.784)  -0.3984
C (4.594, 2.024, 3.308)  -0.7743
C (-4.667, -4.262, -1.848)  -0.8574
C (-2.871, -2.267, 3.796)  -0.8287
C (2.899, -0.775, -3.567)  -0.7919
C (1.017, 3.595, -2.324)  -0.7770
C (-2.936, 1.963, 0.101)  -0.8010
C (1.219, 4.569, 2.043)  -0.7672
C (2.448, -4.308, -0.266)  -0.7915
H (-4.192, 3.186, -0.597)  0.1018
H (-0.275, 2.262, -2.567)  0.0519
H (-2.449, -1.159, 2.191)  0.0892
H (2.202, -0.536, -1.825)  0.0490
H (0.023, 3.540, 1.143)  0.0992
H (3.877, -3.069, 0.340)  0.1212
H (0.916, -3.168, -0.593)  0.0258
H (2.381, -2.322, -0.247)  0.0320
H (0.071, 3.086, -4.133)  0.1113
H (2.082, -2.066, -2.436)  0.0512
H (4.429, 3.676, 1.924)  0.0814
H (-3.907, 1.399, -1.567)  0.1045
H (-4.134, -1.761, 2.358)  0.1043
H (-2.716, -4.195, -2.054)  0.1204
H (2.154, 5.841, 3.138)  0.1122
H (5.601, 3.600, 3.181)  0.0919
H (0.399, 5.908, 3.348)  0.1088
H (1.107, 2.133, -1.024)  0.0640
H (2.684, -2.616, -4.066)  0.1162
H (-3.010, 3.918, 0.509)  0.1150
H (-3.984, -4.430, -3.728)  0.1027
H (0.596, -4.930, -0.817)  0.1068
H (-0.642, 4.291, 2.705)  0.1157
H (-3.426, -3.357, -0.648)  0.1181
H (-3.048, 0.152, -0.733)  0.0630
H (-4.694, -3.192, 3.712)  0.1057
H (-3.618, -3.359, 5.122)  0.1139
H (1.866, 3.555, -0.477)  0.0752
H (2.830, 0.961, -2.582)  0.1263
H (3.424, 1.733, 1.817)  0.1037
H (-5.610, -4.934, -3.478)  0.1034
H (3.445, 0.386, 3.039)  0.1209

[6]
Computed, not measured: a cluster of 2 separate species, C6H16N2O3 in total in a non-equilibrium geometry, with wB97M-V/def2-TZVPD.

Summary:
**Orbital gap**: 4.323 eV
**Calculated total energy**: -573.27689 hartree
**Highest occupied orbital energy**: -5.1 eV

Last column: Löwdin charge in e.
Cartesian coordinates (Å):
O (-1.825, -1.594, -1.989)  0.1172
O (4.437, 0.191, 1.338)  -0.5804
O (1.813, 1.479, 0.815)  -0.0647
N (-0.643, 1.560, 0.107)  0.0334
N (-1.827, -2.476, 0.184)  0.1078
C (1.609, 0.702, -0.359)  -0.3741
C (1.732, -0.796, -0.084)  -0.0312
C (0.282, 1.173, -1.006)  -0.0507
C (-2.463, -0.133, -0.210)  -0.0892
C (-1.451, 0.481, 0.758)  -0.1073
C (-1.999, -1.455, -0.811)  -0.5075
H (2.406, 0.976, -1.054)  0.1522
H (1.679, 0.916, 1.591)  0.1048
H (-2.282, -3.323, -0.156)  0.1006
H (-3.384, -0.324, 0.346)  0.1300
H (3.771, 0.874, 1.259)  -0.2276
H (2.204, -0.943, 0.896)  0.0762
H (-1.285, 2.285, -0.213)  0.1764
H (0.438, 2.078, -1.593)  0.1381
H (0.773, -1.325, -0.142)  0.0430
H (-0.755, -0.258, 1.159)  0.1252
H (2.412, -1.260, -0.797)  0.0966
H (-0.840, -2.729, 0.236)  0.0863
H (0.011, 1.990, 0.793)  0.1586
H (-0.186, 0.420, -1.640)  0.1233
H (-1.947, 0.946, 1.610)  0.1366
H (-2.681, 0.548, -1.038)  0.1266

[7]
Computed, not measured: a structure of composition C5H10NO in a non-equilibrium geometry, with wB97M-V/def2-TZVPD.

Summary:
**Orbital gap (alpha / beta)**: 9.361 / 9.361 eV
**Calculated total energy**: -326.05955 hartree
**Highest occupied orbital energy (alpha / beta)**: -14.0 / -14.0 eV
**Net charge**: +1

Last column: Löwdin charge in e.
Cartesian coordinates (Å):
O (-0.307, -2.077, 0.180)  0.1251
N (1.104, -0.248, 0.519)  -0.0146
C (-2.381, 0.426, 0.028)  -0.0057
C (-0.097, -0.818, -0.206)  -0.3002
C (-0.954, 0.312, 0.249)  -0.2181
C (2.145, 0.358, -0.311)  -0.0427
C (0.118, 0.843, 0.822)  0.0524
H (3.205, 0.356, 0.081)  0.1251
H (1.509, -0.750, 1.257)  0.1763
H (-2.643, 1.026, -0.907)  0.1338
H (0.190, -0.566, -2.099)  0.2649
H (2.186, -0.007, -1.357)  0.0864
H (-2.756, -0.624, 0.072)  0.1038
H (-1.098, -2.383, -0.215)  0.1139
H (-2.828, 0.942, 0.917)  0.1167
H (2.068, 1.484, -0.382)  0.1191
H (0.537, 1.728, 1.352)  0.1637